Molecular formula: C99H224N8O17
Method: DFT, ωB97M-V/def2-TZVPD

Results
Gap between HOMO and LUMO: 8.5 eV
Energy relative to the best compared isomer or geometry (same formula, charge and spin): 176.7 kJ/mol
HOMO: -0.294 hartree
2S+1: 1
Molar mass: 1798.9 g mol⁻¹

Structure (XYZ):
```
348
C99H224N8O17, DFT ωB97M-V/def2-TZVPD
C 1.548 8.196 -3.172
C 2.360 8.090 -4.534
C 3.896 8.214 -4.284
C 4.568 6.980 -3.781
C 4.228 5.782 -4.610
C 2.698 5.561 -4.872
N 2.027 6.843 -5.198
O 0.656 6.730 -5.570
C 2.550 4.566 -6.004
C 2.137 5.028 -3.516
C 1.960 9.239 -5.426
H 0.529 7.811 -3.231
H 1.302 9.239 -2.977
H 2.035 7.747 -2.307
H 4.461 8.620 -5.124
H 3.832 8.902 -3.442
H 4.214 6.829 -2.761
H 5.640 7.149 -3.682
H 4.564 4.902 -4.062
H 4.771 5.844 -5.553
H 2.808 5.079 -6.931
H 3.292 3.769 -5.961
H 1.525 4.267 -6.224
H 2.455 5.682 -2.704
H 1.070 4.819 -3.435
H 2.605 4.064 -3.316
H 2.400 10.160 -5.041
H 0.883 9.292 -5.582
H 2.426 9.105 -6.402
H 0.677 6.942 -6.506
C 4.242 0.386 3.994
C 4.577 -1.122 3.946
C 5.490 -1.216 2.727
C 6.919 -0.788 3.005
C 7.518 -1.600 4.153
C 6.646 -1.438 5.418
N 5.231 -1.628 5.212
O 4.387 -1.626 6.350
C 7.075 -2.438 6.553
C 6.961 -0.035 5.921
C 3.278 -1.933 3.720
H 3.262 0.609 3.572
H 4.959 1.047 3.506
H 4.090 0.806 4.989
H 5.474 -2.261 2.418
H 5.126 -0.644 1.874
H 7.065 0.282 3.155
H 7.490 -0.983 2.097
H 8.571 -1.347 4.280
H 7.562 -2.674 3.970
H 7.024 -3.462 6.182
H 8.010 -2.106 7.005
H 6.429 -2.352 7.426
H 6.340 0.235 6.774
H 7.988 0.232 6.172
H 6.693 0.735 5.198
H 2.800 -1.766 2.755
H 2.542 -1.659 4.476
H 3.548 -2.974 3.895
H 4.385 -2.567 6.537
C -3.563 -8.451 -1.560
C -4.658 -7.759 -2.425
C -4.868 -6.294 -1.888
C -3.636 -5.319 -2.206
C -3.504 -5.290 -3.720
C -3.357 -6.725 -4.413
N -4.276 -7.734 -3.855
O -4.041 -8.994 -4.403
C -3.643 -6.532 -5.915
C -1.830 -7.047 -4.284
C -5.984 -8.497 -2.160
H -3.418 -9.512 -1.761
H -3.794 -8.491 -0.495
H -2.598 -7.976 -1.734
H -5.680 -5.879 -2.484
H -5.071 -6.222 -0.820
H -2.678 -5.601 -1.769
H -3.912 -4.362 -1.764
H -2.569 -4.789 -3.971
H -4.219 -4.689 -4.283
H -2.939 -5.893 -6.448
H -3.536 -7.426 -6.529
H -4.629 -6.208 -6.247
H -1.730 -8.101 -4.544
H -1.179 -6.395 -4.866
H -1.407 -7.122 -3.282
H -6.869 -7.901 -2.385
H -6.120 -8.729 -1.104
H -6.007 -9.409 -2.756
H -4.847 -9.072 -4.920
C 1.303 -5.277 3.326
C 0.063 -6.150 3.336
C -0.657 -5.913 4.753
C -2.145 -6.380 4.933
C -2.825 -5.584 3.888
C -2.300 -5.828 2.416
N -0.823 -5.605 2.330
O -0.351 -5.723 1.014
C -2.716 -7.278 1.817
C -2.909 -4.685 1.590
C 0.388 -7.650 3.141
H 1.061 -4.261 3.638
H 1.778 -5.387 2.352
H 2.047 -5.685 4.010
H -0.196 -6.436 5.591
H -0.588 -4.841 4.937
H -2.483 -6.338 5.968
H -2.230 -7.447 4.727
H -2.914 -4.525 4.131
H -3.845 -5.964 3.833
H -2.220 -8.053 2.401
H -3.785 -7.483 1.773
H -2.328 -7.381 0.804
H -2.677 -3.758 2.115
H -2.451 -4.562 0.608
H -3.935 -4.978 1.367
H 0.530 -7.769 2.067
H -0.509 -8.217 3.391
H 1.299 -7.917 3.674
H -0.010 -4.851 0.801
C 0.344 -2.194 -0.014
C -0.061 -1.242 -1.169
C -1.435 -0.618 -0.757
C -1.317 0.397 0.305
C -0.312 1.489 -0.156
C 1.111 0.966 -0.561
N 0.970 -0.212 -1.514
O 2.152 -0.771 -1.946
C 1.764 2.142 -1.294
C 1.899 0.584 0.737
C -0.409 -2.060 -2.395
H 1.294 -2.690 -0.211
H -0.423 -2.959 0.111
H 0.455 -1.687 0.944
H -1.975 -0.185 -1.599
H -2.004 -1.406 -0.264
H -1.070 0.011 1.294
H -2.254 0.936 0.449
H -0.241 2.209 0.659
H -0.833 1.840 -1.048
H 1.240 2.463 -2.195
H 1.806 2.958 -0.572
H 2.782 1.866 -1.571
H 2.548 1.377 1.110
H 1.187 0.320 1.518
H 2.480 -0.332 0.631
H -0.651 -1.421 -3.245
H -1.235 -2.733 -2.166
H 0.424 -2.663 -2.754
H 2.236 -0.584 -2.884
C -0.061 0.258 4.596
C -1.332 -0.298 5.217
C -1.216 -1.868 5.148
C -2.256 -2.592 5.945
C -2.224 -2.016 7.407
C -2.390 -0.444 7.544
N -1.507 0.209 6.593
O -1.584 1.530 6.705
C -3.912 -0.103 7.360
C -1.878 -0.253 8.955
C -2.486 0.082 4.208
H 0.824 0.126 5.219
H -0.168 1.338 4.500
H 0.176 -0.220 3.645
H -1.255 -2.170 4.101
H -0.276 -2.121 5.637
H -2.185 -3.673 5.819
H -3.265 -2.360 5.606
H -1.261 -2.332 7.806
H -2.895 -2.585 8.050
H -4.410 -0.894 6.799
H -4.504 -0.064 8.274
H -3.971 0.846 6.826
H -2.499 -0.827 9.643
H -0.876 -0.650 9.120
H -1.765 0.788 9.257
H -2.438 -0.428 3.246
H -2.675 1.137 4.008
H -3.456 -0.205 4.615
H -0.818 1.820 7.207
C 1.489 7.096 1.053
C 1.864 7.191 2.525
C 0.625 7.780 3.308
C -0.404 6.690 3.701
C 0.299 5.622 4.457
C 1.458 4.856 3.663
N 2.331 5.928 3.098
O 3.431 5.401 2.377
C 2.240 4.044 4.770
C 1.005 3.862 2.619
C 2.993 8.249 2.770
H 2.335 6.862 0.408
H 1.161 8.068 0.684
H 0.731 6.356 0.796
H 0.913 8.371 4.177
H 0.139 8.458 2.607
H -0.865 6.259 2.812
H -1.213 7.164 4.256
H -0.454 4.873 4.701
H 0.666 5.890 5.448
H 2.555 4.687 5.592
H 1.659 3.261 5.259
H 3.187 3.612 4.447
H 1.868 3.374 2.167
H 0.353 3.074 2.995
H 0.521 4.433 1.827
H 2.551 9.245 2.731
H 3.831 8.094 2.091
H 3.467 8.214 3.751
H 4.177 5.508 2.970
C -4.781 -1.444 1.231
C -6.253 -0.954 1.260
C -6.123 0.530 1.650
C -5.933 1.520 0.511
C -7.004 1.259 -0.550
C -7.005 -0.208 -1.118
N -7.118 -1.132 0.029
O -7.122 -2.496 -0.342
C -8.291 -0.306 -2.028
C -5.805 -0.542 -2.045
C -6.962 -1.601 2.424
H -4.205 -0.849 0.522
H -4.752 -2.482 0.901
H -4.257 -1.317 2.178
H -7.068 0.848 2.089
H -5.291 0.755 2.317
H -4.939 1.430 0.073
H -6.164 2.511 0.901
H -6.722 1.897 -1.387
H -7.967 1.482 -0.090
H -9.182 0.058 -1.517
H -8.110 0.397 -2.840
H -8.373 -1.315 -2.432
H -4.892 -0.520 -1.451
H -5.767 -1.556 -2.446
H -5.726 0.137 -2.894
H -7.888 -1.058 2.615
H -6.315 -1.706 3.295
H -7.336 -2.575 2.110
H -8.040 -2.763 -0.431
C -1.752 2.352 -4.268
C -3.209 2.232 -4.087
C -3.738 2.650 -2.717
O -3.802 3.118 -4.998
H -1.358 1.422 -3.859
H -1.243 3.049 -3.602
H -1.497 2.507 -5.317
H -3.462 1.197 -4.315
H -3.364 1.975 -1.948
H -4.787 2.386 -2.581
H -3.565 3.678 -2.399
H -3.692 4.020 -4.690
C 3.674 -3.672 -4.859
C 2.752 -3.936 -6.070
C 1.493 -4.906 -5.986
O 2.154 -2.691 -6.314
H 4.392 -4.458 -4.627
H 3.073 -3.392 -3.994
H 4.291 -2.794 -5.051
H 3.338 -4.151 -6.964
H 1.881 -5.902 -5.769
H 0.963 -4.910 -6.938
H 0.735 -4.657 -5.243
H 1.831 -2.741 -7.217
C -2.698 4.425 0.892
C -2.343 5.603 -0.083
C -1.254 5.181 -1.101
O -3.460 5.907 -0.813
H -3.020 3.473 0.471
H -3.521 4.637 1.575
H -1.845 4.262 1.550
H -2.118 6.500 0.494
H -0.888 6.014 -1.700
H -1.619 4.400 -1.768
H -0.510 4.724 -0.448
H -4.181 6.165 -0.234
C -1.521 -2.752 -5.787
C -2.372 -2.285 -7.076
C -2.579 -0.749 -7.121
O -1.654 -2.648 -8.255
H -0.540 -2.279 -5.727
H -1.413 -3.835 -5.732
H -2.011 -2.326 -4.912
H -3.297 -2.861 -7.060
H -3.065 -0.336 -6.237
H -3.100 -0.511 -8.049
H -1.665 -0.156 -7.147
H -2.189 -2.707 -9.050
C -5.135 2.677 4.608
C -4.501 3.714 5.532
C -3.132 4.267 5.055
O -5.418 4.786 5.485
H -5.083 2.988 3.565
H -6.200 2.516 4.773
H -4.615 1.750 4.851
H -4.540 3.256 6.520
H -2.391 3.477 5.172
H -2.848 5.090 5.711
H -3.152 4.559 4.005
H -6.129 4.635 6.112
C 3.048 0.683 -6.818
C 2.361 0.537 -5.430
C 0.820 0.270 -5.462
O 2.978 -0.504 -4.705
H 2.715 1.563 -7.369
H 2.873 -0.198 -7.436
H 4.125 0.667 -6.650
H 2.573 1.486 -4.937
H 0.558 -0.021 -4.445
H 0.455 -0.429 -6.214
H 0.265 1.201 -5.583
H 2.816 -1.343 -5.142
C 5.845 2.014 -3.862
C 6.377 0.536 -3.872
C 5.945 -0.399 -2.813
O 5.935 -0.042 -5.046
H 6.444 2.574 -4.580
H 6.069 2.373 -2.858
H 4.823 2.269 -4.144
H 7.466 0.582 -3.886
H 6.328 0.042 -1.893
H 6.227 -1.448 -2.901
H 4.861 -0.350 -2.702
H 4.991 -0.214 -5.023
C 5.241 3.433 0.423
C 5.845 4.584 -0.410
C 5.903 5.930 0.254
O 7.123 4.060 -0.700
H 5.298 2.478 -0.100
H 4.203 3.644 0.682
H 5.797 3.241 1.340
H 5.323 4.788 -1.344
H 6.375 5.894 1.235
H 4.890 6.258 0.485
H 6.420 6.702 -0.315
H 7.461 4.544 -1.457
C 2.708 -5.440 -1.464
C 4.035 -4.827 -0.927
C 3.719 -3.622 0.040
O 4.700 -5.836 -0.258
H 2.217 -5.745 -0.540
H 3.025 -6.297 -2.058
H 2.132 -4.728 -2.056
H 4.755 -4.424 -1.639
H 3.321 -2.785 -0.533
H 4.617 -3.192 0.484
H 3.009 -3.982 0.785
H 5.636 -5.635 -0.318
```

Atomic partial charges in e from the Löwdin method, atoms 1 to 5: C -0.0204; C -0.4959; C -0.1274; C -0.2094; C -0.1289

Molecular formula: C25H29AuN2O3S2
Method: DFT, ωB97M-V/def2-TZVPD

Results
Gap between HOMO and LUMO: 5.6 eV
HOMO: -0.541 hartree
2S+1: 1
Molar mass: 666.6 g mol⁻¹
Total charge: +2

Structure (XYZ):
```
62
C25H29AuN2O3S2, DFT ωB97M-V/def2-TZVPD
Au -0.196 -0.298 0.273
O -1.562 1.229 0.058
S -2.365 2.076 1.074
C -3.002 0.843 2.273
C -3.086 1.220 3.751
C -1.819 0.989 4.586
C -1.431 -0.491 4.722
S -0.038 -0.975 3.654
O -0.167 0.029 2.499
C 1.362 -0.378 4.583
C 2.342 0.302 3.872
C 3.478 0.729 4.542
C 3.632 0.462 5.895
C 2.657 -0.244 6.585
C 1.516 -0.682 5.930
C -1.246 3.120 1.967
C -1.847 4.139 2.699
C -1.045 5.006 3.424
C 0.336 4.877 3.373
C 0.923 3.892 2.589
C 0.132 3.009 1.874
H -2.360 -0.021 2.115
H -3.992 0.623 1.871
H -3.894 0.618 4.171
H -3.400 2.257 3.868
H -2.011 1.380 5.585
H -0.980 1.561 4.187
H -2.244 -1.166 4.446
H -1.119 -0.746 5.732
H 2.215 0.491 2.815
H 4.251 1.261 4.003
H 4.523 0.792 6.411
H 2.785 -0.460 7.637
H 0.777 -1.255 6.474
H -2.923 4.269 2.694
H -1.498 5.794 4.009
H 0.959 5.570 3.923
H 2.000 3.822 2.526
H 0.587 2.257 1.244
C 1.322 -3.765 0.003
C 1.856 -2.395 -0.379
C 3.384 -2.322 -0.249
O 1.373 -1.383 0.482
H 1.705 -4.515 -0.689
H 0.233 -3.783 -0.040
H 1.641 -4.028 1.012
H 1.598 -2.168 -1.422
H 3.688 -2.606 0.758
H 3.743 -1.316 -0.458
H 3.816 -3.018 -0.967
N -5.613 -4.764 -2.225
C -4.737 -4.097 -1.904
C -3.653 -3.260 -1.471
C -3.147 -2.266 -2.301
C -2.129 -1.462 -1.828
N -1.626 -1.625 -0.599
C -2.096 -2.592 0.205
C -3.108 -3.433 -0.198
H -3.539 -2.115 -3.296
H -1.711 -0.674 -2.438
H -1.642 -2.690 1.182
H -3.469 -4.210 0.460
```

Atomic partial charges in e from the Löwdin method, atoms 1 to 5: Au 1.2886; O -0.6319; S 1.1278; C -0.2942; C -0.1996

Molecular formula: C14H23NO3
Method: DFT, ωB97M-V/def2-TZVPD

Results
Gap between HOMO and LUMO: 9.3 eV
Energy relative to the best compared isomer or geometry (same formula, charge and spin): 51.2 kJ/mol
HOMO: -0.322 hartree
2S+1: 1
Molar mass: 253.3 g mol⁻¹
Structure (SMILES): CCC/C(O)=C1\C(=O)CC(C)(C)C\C1=N/CCO

Structure (XYZ):
```
41
C14H23NO3, DFT ωB97M-V/def2-TZVPD
C 2.047 3.137 1.539
C 2.837 2.464 0.425
C 2.063 2.436 -0.902
C 0.753 1.730 -0.761
O -0.266 2.553 -0.705
C 0.600 0.353 -0.675
C 1.732 -0.542 -0.911
O 2.881 -0.172 -1.069
C 1.399 -2.017 -1.003
C 0.428 -2.442 0.096
C 0.170 -3.949 0.015
C 1.004 -2.100 1.472
C -0.877 -1.683 -0.137
C -0.718 -0.212 -0.411
N -1.733 0.575 -0.407
C -3.072 0.140 -0.142
C -4.009 1.348 -0.257
O -5.349 1.016 0.007
H 1.144 2.577 1.771
H 1.756 4.144 1.247
H 2.650 3.202 2.443
H 3.769 3.006 0.258
H 3.092 1.443 0.708
H 2.679 1.932 -1.647
H 1.849 3.458 -1.218
H -1.109 1.989 -0.580
H 0.952 -2.204 -1.984
H 2.333 -2.578 -0.946
H 1.089 -4.500 0.204
H -0.567 -4.250 0.757
H -0.198 -4.228 -0.970
H 0.339 -2.447 2.261
H 1.138 -1.026 1.582
H 1.972 -2.578 1.605
H -1.406 -2.117 -0.994
H -1.535 -1.800 0.730
H -3.165 -0.288 0.866
H -3.384 -0.637 -0.858
H -3.735 2.096 0.489
H -3.900 1.796 -1.254
H -5.649 0.375 -0.648
```

Atomic partial charges in e from the Löwdin method, atoms 1 to 5: C -0.1008; C -0.2316; C -0.1209; C -0.2430; O 0.1006